Entry 1:
DFT (the ωB97M-V functional and the def2-TZVPD basis) results for 2 unconnected molecules or ions with the total composition C5H11NO2 at a distorted geometry.

Its HOMO-LUMO gap is 9.662 eV. Its LUMO energy is 0.81 eV. Its multiplicity is 1. The value obtained for the energy above the lowest of the compared OMol25 structures with the same formula, charge and spin is 29.5 kcal/mol. The calculation puts the largest force on an atom at 2.07 eV/A. The value obtained for the HOMO energy is -8.85 eV. As for the SMILES: C=C(C)O.CC(N)=O. As for the total charge: 0.

Element x y z (Å)
C  0.6325  0.8601  2.1617
C  -0.2452  0.0029  1.6311
C  -1.6448  0.4312  1.2581
O  0.0255  -1.3626  1.4520
H  0.3707  1.9184  2.1096
H  1.5482  0.6019  2.6467
H  -1.5919  1.4307  0.8044
H  -2.0929  -0.2611  0.5027
H  -2.2802  0.5007  2.1807
H  -0.7654  -1.8278  1.7241
C  1.4452  -0.3889  -1.0580
C  0.2634  0.2284  -1.7253
N  -0.2025  -0.5623  -2.8068
O  -0.3685  1.2203  -1.3628
H  2.2679  -0.5362  -1.7788
H  1.1353  -1.3491  -0.6079
H  1.7564  0.3249  -0.3123
H  -0.7490  -0.0669  -3.5071
H  0.4953  -1.1645  -3.3122

Cartesian forces (eV/Å) of the 2 atoms listed first:
-0.838 0.012 -0.532
-0.047 -0.060 0.460

***

Entry 2:
DFT (the ωB97M-V functional and the def2-TZVPD basis) results for 2 unconnected molecules or ions with the total composition C5H11NO2 at a distorted geometry.

Its HOMO-LUMO gap is 9.735 eV. Its LUMO energy is 0.66 eV. Its multiplicity is 1. The value obtained for the energy above the lowest of the compared OMol25 structures with the same formula, charge and spin is 37.0 kcal/mol. The calculation puts the largest force on an atom at 1.24 eV/A. The value obtained for the HOMO energy is -9.08 eV. As for the SMILES: O=C[C@@H]1CCCN1.O. As for the total charge: 0.

Element x y z (Å)
O  3.3610  0.3705  0.2605
C  2.2136  0.7055  0.4158
C  1.0915  -0.2876  0.6786
C  0.0247  -0.2103  -0.3989
C  -1.3340  -0.1295  0.3043
C  -1.0418  -0.0343  1.8106
N  0.4265  0.1625  1.9070
H  1.9309  1.7708  0.3784
H  1.5895  -1.2501  0.8184
H  0.1483  0.7059  -0.9897
H  0.0497  -1.0103  -1.1323
H  -1.9539  0.7169  0.0099
H  -1.9492  -0.9920  0.0403
H  -1.3691  -0.8916  2.4002
H  -1.5378  0.8576  2.1706
H  0.7066  -0.2424  2.7896
O  -0.9228  -0.4292  -3.9744
H  -1.4089  0.2653  -3.5163
H  -0.0248  -0.0775  -3.9726

Cartesian forces (eV/Å) of the 2 atoms listed first:
-0.194 0.160 0.039
0.516 -0.527 -0.229

***

Entry 3:
DFT (the ωB97M-V functional and the def2-TZVPD basis) results for a single C5H11NO2 molecule at a distorted geometry.

Its HOMO-LUMO gap is 10.378 eV. Its LUMO energy is 0.56 eV. Its multiplicity is 1. The value obtained for the energy above the lowest of the compared OMol25 structures with the same formula, charge and spin is 43.9 kcal/mol. The calculation puts the largest force on an atom at 3.26 eV/A. The value obtained for the HOMO energy is -9.81 eV. As for the SMILES: CC(C)[C@@H](N)C(=O)O. As for the total charge: 0.

Element x y z (Å)
C  -0.5057  -0.0460  1.9441
C  -0.8043  -0.8035  0.6579
C  -2.2732  -1.0822  0.3437
C  -0.1867  -0.0922  -0.5854
N  -0.8462  1.2934  -0.8247
C  1.2614  0.1971  -0.4199
O  1.7456  1.0140  0.2981
O  1.9053  -0.4238  -1.3722
H  -0.1323  0.8957  1.7277
H  -1.3911  0.2948  2.4411
H  0.1557  -0.5918  2.6840
H  -0.2851  -1.8065  0.6674
H  -3.1506  -0.4945  0.7310
H  -2.4724  -0.9566  -0.7620
H  -2.6160  -2.0777  0.3368
H  -0.2758  -0.7532  -1.4509
H  -0.1959  2.0684  -0.4716
H  -0.6709  1.3040  -1.9034
H  2.8021  -0.6980  -1.2773

Cartesian forces (eV/Å) of the 2 atoms listed first:
-0.236 -1.465 1.162
0.451 -0.936 -0.700

***

Entry 4:
DFT (the ωB97M-V functional and the def2-TZVPD basis) results for 2 unconnected molecules or ions with the total composition C5H11NO2 at a distorted geometry.

Its HOMO-LUMO gap is 10.161 eV. Its LUMO energy is 0.52 eV. Its multiplicity is 1. The value obtained for the energy above the lowest of the compared OMol25 structures with the same formula, charge and spin is 55.0 kcal/mol. The calculation puts the largest force on an atom at 1.95 eV/A. The value obtained for the HOMO energy is -9.64 eV. As for the SMILES: CC(C)/N=C\O.C=O. As for the total charge: 0.

Element x y z (Å)
C  1.9858  0.0173  0.8131
C  0.7596  -0.2575  -0.0485
C  1.1433  -0.8704  -1.3976
N  -0.0112  0.9386  -0.1502
C  -1.1476  0.9983  -0.6891
O  -1.7236  0.0374  -1.4675
H  2.6006  0.7896  0.3345
H  2.5801  -0.8833  0.9408
H  1.6917  0.3832  1.7831
H  0.0571  -0.9854  0.5108
H  0.2658  -1.2264  -1.9343
H  1.6474  -0.1208  -2.0103
H  1.8320  -1.7004  -1.2451
H  -1.6704  1.9528  -0.6507
H  -2.5837  0.3163  -1.8021
C  -1.8524  0.1679  1.7346
O  -1.4623  -0.9791  1.6698
H  -2.8398  0.4720  1.3579
H  -1.2725  0.9500  2.2508

Cartesian forces (eV/Å) of the 2 atoms listed first:
0.008 0.112 -0.548
-0.629 -1.758 0.558

***

Entry 5:
DFT (the ωB97M-V functional and the def2-TZVPD basis) results for 2 unconnected molecules or ions with the total composition C5H11NO2 at a distorted geometry.

Its HOMO-LUMO gap is 8.651 eV. Its LUMO energy is 0.72 eV. Its multiplicity is 1. The value obtained for the energy above the lowest of the compared OMol25 structures with the same formula, charge and spin is 102.1 kcal/mol. The calculation puts the largest force on an atom at 2.24 eV/A. The value obtained for the HOMO energy is -7.93 eV. As for the total charge: 0.

Element x y z (Å)
C  -1.4223  -0.0395  -1.8741
C  -0.6469  -1.1000  0.1161
N  0.2790  -1.8088  -0.5878
O  -1.6655  -0.5635  -0.5656
O  -0.9440  -1.5355  1.3344
H  0.7325  -1.4036  -1.3912
H  0.8875  -2.3741  -0.0154
H  -0.6289  0.7116  -1.8337
H  -1.1623  -0.8375  -2.5754
H  -2.3519  0.4288  -2.1826
C  1.8250  0.5148  1.1686
C  0.3402  0.6227  0.9395
C  -0.2348  1.8115  0.7447
H  -0.6893  -0.4957  1.6512
H  2.0438  -0.0543  2.0775
H  2.3172  -0.0194  0.3467
H  2.3206  1.4900  1.2500
H  0.3033  2.7578  0.8319
H  -1.3033  1.8948  0.5651

Cartesian forces (eV/Å) of the 2 atoms listed first:
0.114 -0.188 0.223
1.101 1.644 -0.089

***

Entry 6:
DFT (the ωB97M-V functional and the def2-TZVPD basis) results for 2 unconnected molecules or ions with the total composition C5H11NO2 at a distorted geometry.

Its HOMO-LUMO gap is 10.183 eV. Its LUMO energy is 0.78 eV. Its multiplicity is 1. The value obtained for the energy above the lowest of the compared OMol25 structures with the same formula, charge and spin is 80.1 kcal/mol. The calculation puts the largest force on an atom at 2.98 eV/A. The value obtained for the HOMO energy is -9.40 eV. As for the SMILES: O[C@H]1CO1.CC(C)=N. As for the total charge: 0.

Element x y z (Å)
O  1.9235  -0.1298  1.8557
C  1.0613  -0.9935  1.2312
C  1.3164  -2.4313  1.0813
O  0.3511  -1.9234  1.9929
H  2.2929  -0.5450  2.6480
H  0.6434  -0.4732  0.3045
H  0.9085  -2.9707  0.2342
H  2.1914  -2.8793  1.5420
C  -1.9837  1.9996  -1.2916
C  -1.1627  1.0302  -0.5126
C  0.0718  0.4384  -1.4088
N  -1.3785  0.8364  0.6949
H  -1.3483  2.7575  -1.7490
H  -2.7115  2.4769  -0.6388
H  -2.5071  1.4759  -2.0914
H  0.3331  -0.6174  -1.4110
H  0.9170  1.1141  -1.2473
H  -0.2412  0.5701  -2.4359
H  -0.6775  0.2643  1.2019

Cartesian forces (eV/Å) of the 2 atoms listed first:
0.042 0.123 0.462
0.815 -0.048 -2.136

***

Entry 7:
DFT (the ωB97M-V functional and the def2-TZVPD basis) results for 2 unconnected molecules or ions with the total composition C5H11NO2 at a distorted geometry.

Its HOMO-LUMO gap is 9.114 eV. Its LUMO energy is 0.86 eV. Its multiplicity is 1. The value obtained for the energy above the lowest of the compared OMol25 structures with the same formula, charge and spin is 60.4 kcal/mol. The calculation puts the largest force on an atom at 3.66 eV/A. The value obtained for the HOMO energy is -8.25 eV. As for the SMILES: CC(N)=O.C=CCO. As for the total charge: 0.

Element x y z (Å)
C  -1.5686  0.0907  -1.4939
C  -1.4027  -0.2066  -0.0432
N  -1.9598  0.6207  0.8741
O  -0.6112  -1.0842  0.3215
H  -2.4644  0.6687  -1.7052
H  -1.5674  -0.8444  -2.0509
H  -0.6487  0.6075  -1.8162
H  -2.4794  1.4320  0.5842
H  -1.5040  0.6588  1.7761
C  0.9112  0.6652  1.7117
C  1.1539  -0.3744  0.9148
C  1.8159  -0.2338  -0.5855
O  1.5102  -1.2643  -1.4977
H  0.9099  0.5595  2.7839
H  0.7098  1.6533  1.3271
H  1.3884  -1.3442  1.3325
H  1.5760  0.7153  -1.0707
H  2.8935  -0.2450  -0.3647
H  1.3374  -2.0746  -0.9978

Cartesian forces (eV/Å) of the 2 atoms listed first:
0.080 -0.089 -0.309
1.064 -0.448 0.478

***

Entry 8:
DFT (the ωB97M-V functional and the def2-TZVPD basis) results for a single C5H11NO2 molecule at a distorted geometry.

Its HOMO-LUMO gap is 10.063 eV. Its LUMO energy is 0.52 eV. Its multiplicity is 1. The value obtained for the energy above the lowest of the compared OMol25 structures with the same formula, charge and spin is 94.0 kcal/mol. The calculation puts the largest force on an atom at 6.15 eV/A. The value obtained for the HOMO energy is -9.54 eV. As for the SMILES: CN(C)CCC(=O)O. As for the total charge: 0.

Element x y z (Å)
C  1.8078  -0.8164  1.0651
N  1.1943  -0.1172  -0.1054
C  2.4197  0.2414  -0.8946
C  0.3563  1.0704  -0.0019
C  -0.9530  0.8923  0.6007
C  -1.7570  -0.0908  -0.0776
O  -3.0066  -0.0732  -0.0985
O  -1.0745  -1.1702  -0.6268
H  1.3735  -0.8228  2.3243
H  2.0471  -1.7717  0.5567
H  2.8592  -0.3343  1.2812
H  3.0675  -0.6210  -1.2260
H  2.8789  0.9796  -0.0914
H  2.2916  0.9120  -1.7406
H  0.1254  1.3542  -1.0004
H  1.1163  1.9696  0.2728
H  -1.2407  0.4897  1.5821
H  -1.4675  1.8352  0.6950
H  -0.0052  -1.0045  -0.2644

Cartesian forces (eV/Å) of the 2 atoms listed first:
1.599 0.907 3.097
0.878 -0.554 0.053

***

Entry 9:
DFT (the ωB97M-V functional and the def2-TZVPD basis) results for 2 unconnected molecules or ions with the total composition C5H11NO2.

Its HOMO-LUMO gap is 10.799 eV. Its LUMO energy is 0.93 eV. Its multiplicity is 1. The value obtained for the energy above the lowest of the compared OMol25 structures with the same formula, charge and spin is 22.8 kcal/mol. The calculation puts the largest force on an atom at 0.39 eV/A. The value obtained for the HOMO energy is -9.87 eV. As for the SMILES: COC(N)=O.C=CC. As for the total charge: 0.

Element x y z (Å)
C  1.5538  1.8399  0.7485
O  1.7834  0.6216  0.0536
C  1.9686  -0.4798  0.8318
N  1.5446  -1.5781  0.1709
O  2.4373  -0.4750  1.9394
H  0.4756  1.9889  0.8582
H  2.0243  1.8077  1.7325
H  1.9819  2.6450  0.1571
H  1.6663  -2.4831  0.5870
H  1.0934  -1.4819  -0.7217
C  -1.0406  -0.5669  -1.7896
C  -1.8652  -0.8070  -0.7870
C  -2.4048  0.2341  0.1337
H  -0.6935  0.4284  -2.0133
H  -0.6878  -1.3512  -2.4397
H  -2.1960  -1.8182  -0.5840
H  -2.0756  0.0382  1.1543
H  -3.4941  0.2114  0.1299
H  -2.0715  1.2261  -0.1616

Cartesian forces (eV/Å) of the 2 atoms listed first:
0.111 0.109 0.306
-0.146 -0.187 -0.097

***

Entry 10:
DFT (the ωB97M-V functional and the def2-TZVPD basis) results for 3 unconnected molecules or ions with the total composition C5H11NO2 at a distorted geometry.

Its HOMO-LUMO gap is 3.563 eV. Its LUMO energy is -4.38 eV. Its multiplicity is 1. The value obtained for the energy above the lowest of the compared OMol25 structures with the same formula, charge and spin is 235.9 kcal/mol. The calculation puts the largest force on an atom at 4.60 eV/A. The value obtained for the HOMO energy is -7.94 eV. As for the total charge: 0.

Element x y z (Å)
C  2.7779  -0.5630  0.9537
C  1.9801  -0.1712  -0.1667
N  0.9693  0.7970  0.2733
C  -1.3421  0.7340  1.1068
C  -0.4019  0.6624  -0.0152
C  -0.9835  0.6134  -1.2464
O  -3.5299  -0.6434  -0.1729
O  1.8133  -0.6234  -1.3535
H  -0.5770  -2.4863  0.8496
H  3.6138  -1.2084  0.8497
H  2.5439  -0.0361  1.8910
H  1.1674  1.0154  1.2740
H  -2.3224  0.2665  0.5997
H  -1.1994  0.2213  2.1013
H  -1.5483  1.8647  1.2520
H  -0.0098  -2.6825  1.1009
H  -1.8365  -0.0475  -1.2492
H  -0.6713  1.0565  -2.2128
H  -4.3954  -1.0623  0.0486

Cartesian forces (eV/Å) of the 2 atoms listed first:
-1.426 1.810 -1.107
-1.850 -1.083 -2.440